[1]
Density functional theory data (ωB97M-V/def2-TZVPD) for a cluster of 3 separate species, C5H16N2O3 in total in a non-equilibrium geometry.

Structure (ORCA input):
```
! RIJCOSX wB97M-V def2-TZVPD def2/J DEFGRID3
* xyz 0 1
C -1.67261 -1.39390 0.18791
O -2.78389 -1.13539 -0.68340
C -0.41723 -0.63007 -0.27263
C 0.48237 -0.23628 0.91685
C 1.46341 0.85860 0.55085
C 1.06816 2.13233 0.48617
N 1.92666 3.19600 0.21442
N 0.22618 -1.43583 -1.31429
H -1.97684 -1.05449 1.17608
H -1.45819 -2.46169 0.18119
H -0.74619 0.28720 -0.75331
H -0.13966 0.11266 1.74701
H 1.00923 -1.10735 1.30613
H 2.47760 0.56455 0.29785
H 0.05053 2.43525 0.69590
H 1.50198 4.03424 -0.13633
H 2.82910 2.97474 -0.15943
H 0.80115 -0.86800 -1.90792
H -2.53195 -1.40409 -1.57357
H 0.85308 -2.12442 -0.92941
H -3.65832 1.88859 0.47559
H -2.88876 0.81481 -0.28928
O -2.79209 1.68674 0.06672
H 2.99144 -1.60526 0.30284
H 3.11058 -3.05729 0.73882
O 2.78266 -2.50920 0.02174
*
```

- Orbital gap: 8.60 eV
- E_HOMO: -7.905 eV
- F_max: 1.7 eV/Å
- LUMO energy: 0.69 eV
- SMILES: N/C=C/C[C@@H](N)CO.O.O
- Relative energy (zero: lowest compared OMol25 entry of this formula, charge and spin): 38.9 kcal/mol

The computed Mulliken charges, all in e, follow:
1. C -0.916
2. O -0.612
3. C 0.397
4. C -0.801
5. C -0.513
6. C -0.097
7. N -0.471
8. N -0.656
9. H 0.372
10. H 0.395
11. H 0.437
12. H 0.450
13. H 0.334
14. H 0.002
15. H 0.366
16. H 0.216
17. H 0.204
18. H 0.266
19. H 0.315
20. H 0.286
21. H 0.292
22. H 0.387
23. O -0.633
24. H 0.290
25. H 0.314
26. O -0.626

***

[2]
Density functional theory data (ωB97M-V/def2-TZVPD) for the molecule C6H9BrS in a non-equilibrium geometry.

Structure (ORCA input):
```
! RIJCOSX wB97M-V def2-TZVPD def2/J DEFGRID3
* xyz 0 1
C -0.93643 2.13057 -0.38958
C 0.08392 2.69117 0.19150
C -1.01992 0.59266 -0.39313
C 0.64645 0.11656 -0.02631
C 0.07408 -2.39099 0.02398
C 0.70511 -1.17994 0.88073
S 1.36597 1.59436 0.82354
Br 1.56499 0.02040 -1.79828
H -1.77630 2.77937 -0.72107
H 0.34928 3.71010 0.26974
H -1.53026 0.12074 0.44386
H -1.46930 0.21773 -1.29668
H 0.69699 -3.19159 -0.10956
H -0.06579 -2.02672 -1.00097
H -0.86492 -2.67865 0.33518
H 1.75136 -1.31795 0.89233
H 0.42476 -1.18781 1.87471
*
```

- Orbital gap: 9.14 eV
- E_HOMO: -8.373 eV
- F_max: 5.4 eV/Å
- LUMO energy: 0.77 eV
- SMILES: CC[C@@]1(Br)CC=CS1
- Relative energy (zero: lowest compared OMol25 entry of this formula, charge and spin): 41.4 kcal/mol

The computed Mulliken charges, all in e, follow:
1. C -0.413
2. C -0.201
3. C -0.572
4. C -0.195
5. C -1.125
6. C -0.651
7. S -0.133
8. Br -0.063
9. H 0.289
10. H 0.403
11. H 0.298
12. H 0.367
13. H 0.383
14. H 0.332
15. H 0.347
16. H 0.417
17. H 0.515

***

[3]
Density functional theory data (ωB97M-V/def2-TZVPD) for a structure of composition C12H30F4KN2O14S4 in a non-equilibrium geometry.

Structure (ORCA input):
```
! RIJCOSX wB97M-V def2-TZVPD def2/J DEFGRID3
* xyz -1 1
K 0.06682 0.28842 0.20732
N 0.21205 -2.20209 -0.92801
S 0.66868 -3.61877 -0.41624
O 2.09616 -3.71529 -0.54485
O -0.17443 -4.76414 -0.65777
F 0.43632 -3.39272 1.16625
S -0.67505 -2.53795 -2.31223
O -2.02246 -3.01381 -2.11649
O 0.06919 -2.98327 -3.43993
F -0.83906 -0.95095 -2.62686
N 2.61441 0.82506 0.96251
S 3.41849 0.43467 2.24284
O 2.98557 1.04495 3.46703
O 4.78847 0.03693 2.10309
F 2.76554 -1.08591 2.32534
S 3.27953 2.37830 0.73909
O 4.62462 2.62316 1.16872
O 2.31625 3.40741 1.00952
F 3.39070 2.33461 -0.85222
C 0.91659 1.76288 -3.17469
O 1.82590 0.68617 -3.32765
C 2.55493 0.62906 -4.52278
C 2.61873 -0.82760 -4.95247
O 3.15982 -1.61326 -3.90404
C 3.22344 -2.97946 -4.17595
H 0.51609 2.07500 -4.14066
H 1.48154 2.60293 -2.75160
H 0.18322 1.43592 -2.44934
H 3.59674 0.90981 -4.33563
H 2.13099 1.18677 -5.36193
H 3.31891 -0.87408 -5.80060
H 1.64094 -1.28502 -5.14312
H 2.31869 -3.32824 -4.68551
H 3.38977 -3.50208 -3.23506
H 4.09608 -3.24112 -4.79766
C -1.99519 -0.27015 6.57182
O -2.51797 0.07874 5.32024
C -1.90509 1.21484 4.70995
C -1.91287 1.05101 3.19318
O -0.89394 0.18736 2.72509
C -0.66988 -1.04338 3.35464
H -0.98665 -0.69678 6.52804
H -2.64189 -1.05605 6.95913
H -1.95187 0.54516 7.30000
H -0.89895 1.36356 5.10561
H -2.55025 2.06660 4.95818
H -1.66748 2.04922 2.82816
H -2.88882 0.70927 2.84165
H -0.18561 -0.91964 4.33648
H 0.13433 -1.57251 2.84108
H -1.59318 -1.60866 3.49879
C -3.07624 -1.44858 0.32311
O -2.64897 -0.35922 -0.46652
C -3.51669 0.72803 -0.48611
C -2.87784 1.91632 -1.23456
O -1.74335 2.30661 -0.49787
C -1.20313 3.58880 -0.73492
H -2.23223 -2.09966 0.57328
H -3.76098 -2.11589 -0.19785
H -3.36594 -1.07589 1.31224
H -3.67784 1.07939 0.54290
H -4.49144 0.57936 -0.96647
H -3.63193 2.69611 -1.36963
H -2.53511 1.53990 -2.20694
H -0.13419 3.60240 -0.51206
H -1.73789 4.30571 -0.10628
H -1.23504 3.91169 -1.78283
*
```

- Orbital gap: 8.76 eV
- E_HOMO: -7.026 eV
- F_max: 6.0 eV/Å
- LUMO energy: 1.73 eV
- Relative energy (zero: lowest compared OMol25 entry of this formula, charge and spin): 0.0 kcal/mol

The computed Mulliken charges, all in e, follow:
1. K 1.182
2. N -0.135
3. S 0.881
4. O -0.607
5. O -0.634
6. F -0.270
7. S 0.916
8. O -0.562
9. O -0.506
10. F -0.242
11. N -0.166
12. S 0.971
13. O -0.595
14. O -0.588
15. F -0.316
16. S 0.926
17. O -0.592
18. O -0.628
19. F -0.206
20. C -0.602
21. O -0.058
22. C -0.674
23. C -0.481
24. O -0.267
25. C -0.744
26. H 0.454
27. H 0.278
28. H -0.124
29. H 0.288
30. H 0.368
31. H 0.378
32. H 0.309
33. H 0.306
34. H 0.201
35. H 0.316
36. C -0.744
37. O -0.332
38. C -0.967
39. C -0.251
40. O 0.164
41. C -0.524
42. H 0.322
43. H 0.240
44. H 0.310
45. H 0.474
46. H 0.444
47. H 0.149
48. H 0.198
49. H 0.112
50. H 0.108
51. H 0.335
52. C -0.761
53. O 0.115
54. C -0.581
55. C -0.575
56. O 0.034
57. C -0.888
58. H 0.068
59. H 0.292
60. H 0.375
61. H 0.244
62. H 0.280
63. H 0.490
64. H 0.257
65. H 0.191
66. H 0.290
67. H 0.351

***

Number 2 is which compound?
C6H9BrS

***

Among the records above, which one has the highest E_HOMO?
C12H30F4KN2O14S4

***

What is the orbital gap in the second record?
9.14 eV